No. 1
Computed, not measured: a structure of composition C43H48BiN6OP2S2Se2, with wB97M-V/def2-TZVPD.

Properties
* E_HOMO: -14.840 eV
* DFT total energy: -8566.8933 a.u.
* total charge: +3
* Kohn-Sham gap: 0.27904 Eh
* energy above the lowest of the compared OMol25 structures with the same formula, charge and spin: 21.8 kcal/mol

Atoms and positions in Å:
Bi (-0.70421, 0.79974, 0.74164)
Se (-4.41670, 0.99125, 2.73652)
Se (-2.50357, 2.31115, 2.97504)
C (-1.47795, 0.93639, 3.87989)
C (-1.53321, 0.85727, 5.25926)
C (-0.87726, -0.18877, 5.89372)
C (-0.20338, -1.12458, 5.12790)
C (-0.18782, -0.96371, 3.75495)
N (-0.79527, 0.05342, 3.14027)
C (-4.53619, 0.94602, 0.80637)
C (-5.81966, 0.75906, 0.30424)
C (-5.98582, 0.72417, -1.06821)
C (-4.87634, 0.90894, -1.88457)
C (-3.64659, 1.08818, -1.28523)
N (-3.45956, 1.08487, 0.04347)
H (-2.09699, 1.58842, 5.82041)
H (-0.91175, -0.28047, 6.97033)
H (0.29562, -1.96865, 5.57932)
H (0.31486, -1.67662, 3.11565)
H (-6.66598, 0.66518, 0.97002)
H (-6.97006, 0.58242, -1.49283)
H (-4.96417, 0.91609, -2.96120)
H (-2.75727, 1.23264, -1.88923)
C (-2.32735, -1.96924, -1.84639)
N (-0.87071, -1.74770, -1.62547)
P (-0.42666, -2.04596, 0.01735)
C (-1.57685, -3.24561, 0.67823)
C (-2.62696, -2.76731, 1.46479)
C (-3.57971, -3.64368, 1.96000)
C (-3.47987, -4.99827, 1.67459)
C (-2.42939, -5.48158, 0.90269)
C (-1.47364, -4.61160, 0.40647)
C (1.15296, -2.92674, -0.10359)
C (1.57688, -3.48627, -1.30486)
C (2.72485, -4.26776, -1.34603)
C (3.43809, -4.51968, -0.18211)
C (3.01146, -3.97401, 1.02443)
C (1.88708, -3.16559, 1.05688)
P (-0.40135, -0.11857, -2.05170)
C (-0.97294, 0.07491, -3.74742)
C (-1.07157, -0.99199, -4.64188)
C (-1.43893, -0.75063, -5.95465)
C (-1.70124, 0.54697, -6.38030)
C (-1.60354, 1.60812, -5.49342)
C (-1.24430, 1.37292, -4.17343)
C (1.42175, -0.08314, -2.20248)
C (2.14421, 0.90293, -1.30484)
C (3.67674, 1.02082, -1.57370)
C (4.15365, 0.43846, -2.89429)
C (3.40897, -0.39104, -3.61086)
C (2.02416, -0.67659, -3.23249)
H (-2.53540, -3.03571, -1.80857)
H (-2.60804, -1.59636, -2.82623)
H (-2.94569, -1.46733, -1.09616)
H (-2.70278, -1.70828, 1.69566)
H (-4.39231, -3.27539, 2.57019)
H (-4.22063, -5.68419, 2.06044)
H (-2.35539, -6.53916, 0.69302)
H (-0.65192, -4.99514, -0.18456)
H (0.99705, -3.32236, -2.20303)
H (3.04147, -4.70910, -2.28009)
H (4.30970, -5.15859, -0.21022)
H (3.54435, -4.19561, 1.93821)
H (1.56962, -2.74591, 2.00282)
H (-0.87944, -2.00504, -4.31226)
H (-1.52627, -1.57479, -6.64808)
H (-1.98742, 0.72732, -7.40660)
H (-1.81258, 2.61473, -5.82590)
H (-1.16864, 2.20199, -3.47881)
H (1.72221, 1.89663, -1.46913)
H (3.92412, 2.08427, -1.55572)
H (5.15933, 0.69623, -3.19964)
H (3.79294, -0.81808, -4.52618)
H (1.46173, -1.33041, -3.88771)
C (2.21033, 2.70380, 4.01381)
S (1.57221, 3.48429, 2.54780)
C (1.17966, 5.07835, 3.24202)
O (0.22399, 2.82201, 2.31042)
H (1.47417, 2.78470, 4.81209)
H (3.14338, 3.18654, 4.29856)
H (2.39363, 1.66060, 3.76682)
H (0.37611, 4.94340, 3.96345)
H (0.86703, 5.73501, 2.43453)
H (2.06522, 5.48917, 3.72202)
S (1.86814, 0.57347, 0.49956)
C (4.55435, 0.37577, -0.53426)
N (5.44240, 1.03145, 0.17984)
C (6.26062, 0.12481, 0.99985)
C (5.57107, -1.23594, 0.75629)
N (4.60496, -0.91365, -0.30201)
H (5.62284, 2.01649, 0.06887)
H (6.22352, 0.42959, 2.04321)
H (7.29529, 0.14015, 0.66126)
H (5.04788, -1.59717, 1.63907)
H (6.26374, -2.00111, 0.41279)
H (3.93561, -1.57327, -0.67048)
C (-1.81284, 6.14143, 0.57593)
C (-2.18301, 5.25582, -0.61463)
C (-1.36500, 4.03825, -0.67585)
N (-0.72546, 3.08558, -0.72456)
H (-2.51277, 6.97006, 0.63456)
H (-0.81109, 6.54940, 0.45684)
H (-1.86067, 5.58057, 1.50895)
H (-2.05353, 5.78324, -1.56075)
H (-3.22432, 4.93295, -0.56072)

---

No. 2
Computed, not measured: a structure of composition C43H48F4N5O6Os in a non-equilibrium geometry, with wB97M-V/def2-TZVPD.

Properties
* E_HOMO (spin up / spin down): -3.450 / -3.447 eV
* DFT total energy: -2882.8852 a.u.
* total charge: -1
* Kohn-Sham gap (spin up / spin down): 0.20644 / 0.20635 Eh
* energy above the lowest of the compared OMol25 structures with the same formula, charge and spin: 24.9 kcal/mol

Atoms and positions in Å:
Os (-0.39146, -0.04776, -0.02487)
C (6.00595, 2.50081, -1.06667)
C (4.81445, 3.28440, -1.63025)
C (4.95498, 3.36856, -3.14973)
C (4.83293, 4.71374, -1.06975)
C (3.52036, 2.58433, -1.21338)
C (3.19977, 2.41102, 0.12577)
C (2.04418, 1.75176, 0.48373)
N (1.17586, 1.24170, -0.41308)
C (1.46702, 1.42027, -1.71221)
C (2.61000, 2.07758, -2.12661)
C (0.47628, 0.87448, -2.68683)
C (0.57356, 1.02911, -4.05723)
C (-0.42400, 0.53172, -4.88847)
C (-1.50218, -0.08210, -4.26822)
C (-1.52377, -0.22296, -2.89959)
N (-0.52573, 0.22351, -2.11932)
C (-0.36967, 0.60979, -6.41125)
C (-1.65096, 1.28130, -6.92971)
C (0.83654, 1.40721, -6.90544)
C (-0.27814, -0.81943, -6.96707)
H (6.94298, 3.00398, -1.32377)
H (6.03299, 1.48919, -1.47864)
H (5.95335, 2.41714, 0.02067)
H (5.89152, 3.87252, -3.39831)
H (4.13508, 3.93773, -3.59719)
H (4.97868, 2.37649, -3.61012)
H (5.74474, 5.22732, -1.38786)
H (4.80075, 4.73005, 0.02207)
H (3.98266, 5.28396, -1.45082)
H (3.84888, 2.76964, 0.91503)
H (1.79662, 1.60869, 1.52322)
H (2.78698, 2.19493, -3.18533)
H (1.43780, 1.52390, -4.47604)
H (-2.33652, -0.47038, -4.83921)
H (-2.33535, -0.71359, -2.38435)
H (-1.79302, 2.26032, -6.46475)
H (-2.53707, 0.67829, -6.71787)
H (-1.58990, 1.41969, -8.01313)
H (0.83752, 2.42674, -6.50883)
H (0.80458, 1.47039, -7.99557)
H (1.77975, 0.92748, -6.62768)
H (-1.15252, -1.41167, -6.68777)
H (0.60380, -1.33023, -6.57289)
H (-0.21085, -0.79761, -8.05960)
F (3.98688, -0.14719, 3.47634)
C (3.20954, -1.24066, 3.31533)
F (2.67705, -1.54504, 4.50493)
F (4.00511, -2.24524, 2.94826)
C (2.15338, -0.94238, 2.22062)
O (1.19398, -0.25537, 2.76636)
O (2.38298, -1.29496, 1.09727)
F (-0.51755, 4.47056, 3.23538)
C (-0.25292, 4.53977, 1.92537)
C (-1.16664, 4.22470, 1.01309)
N (-0.93609, 4.30514, -0.34673)
C (-1.93578, 3.74142, -1.26514)
C (-2.31487, 2.31104, -0.93398)
O (-3.28722, 1.87848, -1.55522)
O (-1.62247, 1.76365, -0.02427)
C (0.29998, 4.66788, -0.83039)
O (0.58927, 4.72747, -2.01400)
N (1.22472, 4.97830, 0.15184)
C (1.08434, 4.94642, 1.53483)
O (2.00517, 5.22777, 2.27110)
H (-2.14764, 3.87759, 1.30873)
H (-1.50457, 3.76903, -2.26015)
H (-2.84473, 4.34115, -1.25489)
H (2.14698, 5.19676, -0.18717)
C (-0.70402, 1.25834, 4.32419)
C (-1.08991, 0.21310, 3.26776)
C (-1.09773, -1.15977, 3.94336)
C (-2.48463, 0.55085, 2.75184)
C (-0.09412, 0.27493, 2.07971)
H (-1.38714, 1.21802, 5.18240)
H (-0.74755, 2.27165, 3.90611)
H (0.31089, 1.08162, 4.69340)
H (-1.92229, -1.21822, 4.66542)
H (-0.16512, -1.33587, 4.48320)
H (-1.22015, -1.96222, 3.21905)
H (-3.20882, 0.50125, 3.57566)
H (-2.79201, -0.13363, 1.96162)
H (-2.51192, 1.55415, 2.31965)
H (0.14077, 1.34585, 2.01120)
C (0.36959, -3.66237, -3.99200)
C (-0.87049, -3.94586, -3.42531)
C (-1.20414, -3.44020, -2.17588)
C (-0.31540, -2.62821, -1.46425)
C (0.93914, -2.38979, -2.01813)
C (1.27273, -2.88644, -3.27472)
N (-0.68338, -2.03628, -0.21451)
C (-1.07030, -3.00267, 0.74948)
C (-0.28508, -4.11931, 1.05897)
C (-0.71146, -5.05245, 1.99394)
C (-1.94174, -4.90579, 2.63384)
C (-2.72873, -3.80810, 2.31935)
C (-2.29591, -2.86976, 1.38760)
H (0.62763, -4.04500, -4.97437)
H (-1.58643, -4.55653, -3.96584)
H (-2.17474, -3.65130, -1.73721)
H (1.64257, -1.79752, -1.44009)
H (2.25325, -2.67274, -3.68887)
H (0.67665, -4.23392, 0.56924)
H (-0.07859, -5.90223, 2.22535)
H (-2.27445, -5.63262, 3.36620)
H (-3.68927, -3.67119, 2.80440)
H (-2.91432, -2.01802, 1.12888)

---

No. 3
Computed, not measured: a structure of composition C43H48F4N5O6Os, with wB97M-V/def2-TZVPD.

Properties
* E_HOMO: -2.469 eV
* DFT total energy: -2882.8622 a.u.
* total charge: -1
* Kohn-Sham gap: 0.13275 Eh
* energy above the lowest of the compared OMol25 structures with the same formula, charge and spin: 39.3 kcal/mol

Atoms and positions in Å:
Os (-0.05536, 0.16090, 0.26145)
C (-4.91859, -2.89868, -3.89057)
C (-3.39586, -3.04136, -4.02163)
C (-2.99045, -2.62642, -5.43633)
C (-2.99747, -4.50949, -3.80471)
C (-2.71191, -2.19114, -2.95867)
C (-3.03047, -2.34820, -1.61507)
C (-2.37772, -1.61930, -0.64963)
N (-1.41679, -0.71998, -0.94169)
C (-1.13367, -0.51604, -2.24493)
C (-1.74180, -1.24413, -3.25022)
C (-0.18164, 0.59804, -2.50807)
C (0.23251, 0.98696, -3.76956)
C (1.03657, 2.10464, -3.93931)
C (1.33999, 2.83353, -2.79185)
C (0.93506, 2.38659, -1.55732)
N (0.23277, 1.24695, -1.40916)
C (1.63502, 2.49450, -5.28628)
C (3.14268, 2.19678, -5.22772)
C (1.41868, 3.99076, -5.55037)
C (1.02171, 1.69870, -6.43883)
H (-5.41287, -3.45859, -4.68700)
H (-5.21874, -1.85120, -3.96853)
H (-5.28116, -3.28278, -2.93611)
H (-3.52790, -3.23960, -6.16154)
H (-1.92077, -2.77021, -5.60746)
H (-3.23581, -1.57920, -5.63295)
H (-3.52993, -5.15198, -4.51004)
H (-3.23257, -4.84146, -2.79217)
H (-1.92413, -4.64337, -3.95436)
H (-3.78249, -3.05697, -1.29334)
H (-2.61242, -1.73162, 0.39421)
H (-1.43795, -1.06098, -4.27085)
H (-0.07196, 0.39022, -4.61624)
H (1.92477, 3.74248, -2.83375)
H (1.19031, 2.91488, -0.64956)
H (3.62191, 2.74423, -4.41399)
H (3.62005, 2.48515, -6.16756)
H (3.31752, 1.13106, -5.06407)
H (1.97577, 4.61198, -4.84765)
H (0.36168, 4.25302, -5.46856)
H (1.75984, 4.24164, -6.55652)
H (1.20531, 0.62722, -6.33228)
H (1.47440, 2.01677, -7.37932)
H (-0.05724, 1.86019, -6.50912)
F (-2.09312, -4.55210, 1.54022)
C (-1.62175, -3.48264, 2.21106)
F (-1.13454, -3.91068, 3.36881)
F (-2.69701, -2.70599, 2.46289)
C (-0.54093, -2.74472, 1.37058)
O (0.11447, -3.48000, 0.62661)
O (-0.47525, -1.50438, 1.57164)
F (5.77238, -2.73133, 2.31578)
C (4.71893, -2.34011, 1.59134)
C (4.70474, -1.15473, 0.99139)
N (3.64022, -0.75067, 0.21134)
C (3.57602, 0.60615, -0.32086)
C (2.73492, 1.55694, 0.53360)
O (3.13597, 2.71405, 0.60794)
O (1.68327, 1.06633, 1.06448)
C (2.54569, -1.54143, 0.06714)
O (1.57919, -1.17896, -0.63624)
N (2.57800, -2.74827, 0.66744)
C (3.58851, -3.26112, 1.48608)
O (3.50910, -4.34343, 2.00967)
H (5.52723, -0.46008, 1.08889)
H (3.12693, 0.54790, -1.31304)
H (4.58024, 1.01213, -0.39893)
H (1.68459, -3.26859, 0.59240)
C (-2.85081, 3.05501, 0.89114)
C (-2.30466, 1.84292, 1.66159)
C (-2.11221, 2.21991, 3.14466)
C (-3.28972, 0.68434, 1.53929)
C (-0.94792, 1.53626, 1.13344)
H (-3.79121, 3.37687, 1.34423)
H (-3.03734, 2.80257, -0.15777)
H (-2.14777, 3.89252, 0.92072)
H (-3.08868, 2.33004, 3.62338)
H (-1.56234, 3.15968, 3.23501)
H (-1.54405, 1.45075, 3.67301)
H (-4.24422, 0.95087, 2.00033)
H (-2.90256, -0.20609, 2.03663)
H (-3.47159, 0.44959, 0.48839)
H (-0.23255, 2.33664, 1.39445)
C (3.63445, 3.33818, 4.72732)
C (2.35159, 3.38518, 5.27163)
C (1.45291, 2.34768, 5.07945)
C (1.78212, 1.20306, 4.30875)
C (3.09065, 1.18024, 3.77685)
C (3.98723, 2.21762, 3.98244)
N (0.89059, 0.20637, 4.01963)
C (0.13670, -0.30112, 5.03275)
C (-1.14964, -0.83871, 4.78726)
C (-1.89041, -1.46614, 5.77751)
C (-1.40050, -1.60786, 7.07066)
C (-0.13771, -1.07966, 7.34751)
C (0.60071, -0.42907, 6.37650)
H (4.33533, 4.15068, 4.87938)
H (2.04782, 4.25023, 5.85491)
H (0.44876, 2.40988, 5.48726)
H (3.38459, 0.29575, 3.21844)
H (4.98434, 2.15565, 3.55327)
H (-1.53331, -0.75222, 3.78014)
H (-2.87123, -1.86523, 5.53164)
H (-1.97147, -2.12427, 7.83316)
H (0.28162, -1.19567, 8.34323)
H (1.58582, -0.04125, 6.61081)

---

No. 4
Computed, not measured: a structure of composition C43H48N5O2PSSc, with wB97M-V/def2-TZVPD.

Properties
* E_HOMO: -10.264 eV
* DFT total energy: -3591.9530 a.u.
* total charge: +1
* Kohn-Sham gap: 0.29440 Eh

Atoms and positions in Å:
Sc (0.26606, -1.20875, 0.38613)
C (-0.41005, -4.52361, 0.20583)
N (0.68947, -3.64136, -0.26215)
C (1.92002, -4.30851, 0.24609)
C (3.13785, -3.43216, 0.44519)
C (3.07655, -2.62536, 1.72915)
N (2.18317, -1.44917, 1.69662)
C (2.49104, -0.56417, 2.57194)
C (1.86240, 0.70600, 2.86011)
C (2.31301, 1.40918, 3.98764)
C (1.78946, 2.63908, 4.32017)
C (0.79984, 3.19288, 3.50817)
C (0.35332, 2.53495, 2.37895)
C (0.87673, 1.28039, 2.03211)
O (0.50273, 0.68763, 0.91488)
C (0.71698, -3.66365, -1.75051)
C (-0.17995, -2.64130, -2.44882)
C (-1.61441, -2.49335, -1.97585)
N (-1.65884, -2.04624, -0.56845)
C (-2.76838, -2.24748, 0.04321)
C (-3.00771, -2.13474, 1.46096)
C (-4.31618, -2.33536, 1.92958)
C (-4.59907, -2.33157, 3.27533)
C (-3.55734, -2.14132, 4.18513)
C (-2.25992, -1.94998, 3.75684)
C (-1.95741, -1.93793, 2.38718)
O (-0.72167, -1.72711, 1.98742)
H (-0.12347, -5.57098, 0.06478)
H (-1.32171, -4.36021, -0.35128)
H (-0.60388, -4.34171, 1.26213)
H (2.15144, -5.14303, -0.42622)
H (1.67058, -4.75468, 1.21035)
H (3.32049, -2.78844, -0.41224)
H (3.99972, -4.09963, 0.53243)
H (4.08285, -2.29189, 1.99273)
H (2.73439, -3.28135, 2.53647)
H (3.35049, -0.76811, 3.21819)
H (3.08236, 0.96291, 4.60945)
H (2.13749, 3.16442, 5.19964)
H (0.37595, 4.15756, 3.76087)
H (-0.41164, 2.96401, 1.74645)
H (0.46682, -4.67930, -2.08355)
H (1.74234, -3.46975, -2.06711)
H (-0.19143, -2.89357, -3.51143)
H (0.27505, -1.64637, -2.41064)
H (-2.16793, -3.43006, -2.08026)
H (-2.10914, -1.75604, -2.60804)
H (-3.62171, -2.61448, -0.53469)
H (-5.10949, -2.49646, 1.20718)
H (-5.61158, -2.48453, 3.62415)
H (-3.76846, -2.14044, 5.24773)
H (-1.45161, -1.79391, 4.45981)
C (-3.91733, 0.22792, -5.09790)
C (-2.68388, 0.82676, -5.29563)
C (-1.87308, 1.14491, -4.21199)
C (-2.28781, 0.86469, -2.91253)
C (-3.54390, 0.27626, -2.72289)
C (-4.35092, -0.03637, -3.80526)
P (-1.22950, 1.05861, -1.42959)
C (-2.44452, 1.81399, -0.29007)
C (-3.25765, 2.86848, -0.71710)
C (-4.23364, 3.38826, 0.11479)
C (-4.42671, 2.84930, 1.38315)
C (-3.63528, 1.79810, 1.81471)
C (-2.64686, 1.28662, 0.98070)
C (-0.06727, 2.40651, -1.82679)
C (-0.02559, 3.60157, -1.10918)
C (0.97617, 4.53464, -1.34496)
C (1.94838, 4.29058, -2.30345)
C (1.92727, 3.09903, -3.01467)
C (0.94101, 2.15692, -2.76400)
H (-4.54495, -0.02032, -5.94455)
H (-2.34952, 1.06177, -6.29875)
H (-0.92876, 1.63718, -4.39014)
H (-3.90171, 0.08575, -1.71704)
H (-5.32482, -0.48033, -3.63772)
H (-3.12755, 3.27780, -1.71258)
H (-4.85328, 4.20750, -0.22802)
H (-5.20096, 3.24675, 2.02761)
H (-3.78386, 1.36167, 2.79524)
H (-2.03142, 0.47319, 1.33920)
H (-0.78570, 3.81724, -0.37225)
H (0.98592, 5.45965, -0.78123)
H (2.72277, 5.02430, -2.49344)
H (2.68723, 2.89280, -3.75862)
H (0.97651, 1.20834, -3.28243)
S (2.35767, -0.64862, -1.57861)
C (3.40550, 0.47212, -0.80187)
N (2.95438, 1.56085, -0.20620)
C (3.78611, 2.52783, 0.50530)
C (5.08934, 1.87381, 0.92702)
C (5.70812, 1.16347, -0.26475)
N (4.72407, 0.24294, -0.82537)
H (1.94803, 1.65491, -0.17109)
H (3.22270, 2.87134, 1.37380)
H (3.96978, 3.39092, -0.13917)
H (4.89677, 1.15385, 1.72656)
H (5.77624, 2.62522, 1.31351)
H (6.58102, 0.58519, 0.03315)
H (6.02595, 1.88544, -1.02148)
H (5.01989, -0.56030, -1.35315)